Entry 1:
The following is a quantum chemistry calculation of a molecular structure, CH6N4O3S, from OMol25.

Results
electronic energy: -24070.232 eV

```
15
CH6N4O3S ωB97M-V/def2-TZVPD
C -0.7002 -0.1076 -0.1856
N -1.0949 1.2495 -0.4991
N -1.6569 -0.9907 -0.5902
N 0.9724 -0.7061 1.2320
N -0.3343 -0.1548 1.2354
O 1.6545 1.4095 0.1733
O 2.9194 -0.4926 -0.5336
O 0.4716 -0.4401 -0.9563
S 1.7062 -0.0523 -0.1014
H -1.6981 1.2748 -1.3764
H -0.1025 1.6708 -0.5212
H -1.5279 -1.2621 -1.5271
H -1.8167 -1.7120 0.0363
H 1.4361 -0.5475 2.1262
H -0.2285 0.8612 1.4877
```

---

Entry 2:
The following is a quantum chemistry calculation of a single CH6N4S molecule, from OMol25.

Results
structure (SMILES): [H]/N=C(/NN)NS
electronic energy: -17928.558 eV

```
12
CH6N4S ωB97M-V/def2-TZVPD
H -1.7925 1.7507 0.9452
N -1.6122 0.7931 1.3294
C -0.6162 0.2514 0.7324
N -0.3202 -1.0926 0.9717
N 0.9744 -1.5908 0.9850
N 0.3022 0.8615 -0.1372
S 0.5362 0.3352 -1.7510
H -0.9511 -1.4250 1.7113
H 1.5934 -0.8283 1.2559
H 1.1616 -1.9649 0.0609
H 0.2745 1.8698 -0.1075
H -0.5780 0.9281 -2.2875
```

---

Entry 3:
The following is a quantum chemistry calculation of 2 unconnected molecules or ions with the total composition CH6NO, from OMol25.

Results
total charge: -1
electronic energy: -4670.810 eV

```
9
CH6NO ωB97M-V/def2-TZVPD
O -0.1254 -0.4557 -2.8786
H -0.5098 0.1644 -2.2733
C -0.2221 -0.0149 1.2121
N 0.6819 -0.1224 0.0489
H -1.2716 0.2651 1.0696
H 0.2748 0.6019 1.9588
H -0.2330 -1.0272 1.6766
H 0.2785 -0.2020 -0.9059
H 1.1266 0.7908 0.0917
```

---

Entry 4:
The following is a quantum chemistry calculation of 2 unconnected molecules or ions with the total composition CH6NO, from OMol25.

Results
total charge: +1
electronic energy: -4664.604 eV

```
9
CH6NO ωB97M-V/def2-TZVPD
N 0.7735 1.9087 -0.5547
H 1.7374 2.0527 -0.8565
H 0.6483 2.3076 0.3779
H 0.1106 2.3238 -1.2182
H 0.5967 0.8988 -0.4827
O -0.2576 -0.6906 0.2041
C -0.7137 -1.7779 0.4539
H -1.2981 -2.3031 -0.3179
H -0.5927 -2.3329 1.3968
```

---

Entry 5:
The following is a quantum chemistry calculation of 2 unconnected molecules or ions with the total composition CH6NO2, from OMol25.

Results
total charge: -1
electronic energy: -6718.884 eV

```
10
CH6NO2 ωB97M-V/def2-TZVPD
O -0.1526 -2.0755 -1.9807
H 0.7247 -1.7199 -2.1755
N -0.4105 -0.3704 0.5162
C 0.3115 0.8025 0.3641
O -0.1311 1.9004 1.3388
H -0.3846 -1.5920 -1.1614
H -0.5175 -0.6309 1.4916
H 0.1386 1.2555 -0.6218
H 1.3959 0.8809 0.5497
H -0.9745 1.5494 1.6790
```

---

Entry 6:
The following is a quantum chemistry calculation of 2 unconnected molecules or ions with the total composition CH6NO2, from OMol25.

Results
total charge: -1
electronic energy: -6719.256 eV

```
10
CH6NO2 ωB97M-V/def2-TZVPD
N 0.5891 -1.1934 1.0996
C 1.1266 -0.3528 -0.0406
O 0.1759 -0.2307 -1.0732
H -0.1414 -1.8782 0.7581
H -0.0239 -0.4993 1.5730
H 2.0820 -0.8917 -0.2141
H 1.3211 0.6437 0.5164
H -0.8635 0.9679 -0.6569
H -2.2602 1.1910 0.3468
O -1.5506 1.5979 -0.1489
```

---

Entry 7:
The following is a quantum chemistry calculation of 2 unconnected molecules or ions with the total composition CH6NO2, from OMol25.

Results
total charge: -1
electronic energy: -6718.581 eV

```
10
CH6NO2 ωB97M-V/def2-TZVPD
N 0.2005 0.8779 1.5013
C -0.3666 0.5557 0.2388
O 0.6376 0.4812 -0.6356
H 0.3409 0.0303 2.0751
H 1.0451 1.4355 1.3953
H -1.0776 -0.3564 0.0506
H -1.0394 1.4283 -0.0695
H -0.4284 -2.0535 -1.8198
H 0.3580 -0.8143 -1.0292
O 0.3297 -1.5846 -1.7069
```

---

Entry 8:
The following is a quantum chemistry calculation of a single CH6NOP molecule, from OMol25.

Results
structure (SMILES): CPNO
electronic energy: -13956.474 eV

```
10
CH6NOP ωB97M-V/def2-TZVPD
C -0.1630 0.9465 1.0574
P 1.3061 0.2539 0.2479
N 0.2551 -0.7791 -1.0148
O -0.8101 -0.8370 -2.1475
H -0.0113 1.2700 2.0575
H -0.6806 1.7585 0.6469
H -0.9838 0.2940 1.2718
H 1.6142 -1.0045 0.9742
H 0.9831 -1.2262 -1.5268
H -1.5096 -0.6762 -1.5666
```

---

| no. | HOMO (eV) | Kohn-Sham gap (eV) |
| --- | --- | --- |
| 1 | -10.095 | 10.781 |
| 2 | -9.113 | 9.692 |
| 3 | -2.384 | 6.562 |
| 4 | -14.590 | 10.625 |
| 5 | -2.267 | 6.931 |
| 6 | -3.209 | 7.908 |
| 7 | -2.942 | 7.661 |
| 8 | -8.111 | 8.296 |